Record 1
The following is a quantum chemistry calculation of a cluster of 3 separate species, C3H14NO3 in total, from the Open Molecules 2025 dataset.

Geometry as XYZ:
```
21
Properties=species:S:1:pos:R:3:forces:R:3
C -0.2188 0.5225 -1.0983 -1.0683 2.1345 2.2523
C -1.6730 0.2603 -1.5994 2.1242 -1.5368 1.0225
C -1.6906 0.6036 -3.0562 -1.5059 -0.5040 -0.6502
O -1.8473 -1.1242 -1.2646 -0.7317 -0.6495 -0.8289
N -0.0199 -0.1043 0.3307 -1.0412 1.1852 -1.8829
H 0.5895 0.2169 -1.7620 -0.3312 -0.2176 0.1284
H -0.1436 1.6145 -0.8643 0.3072 -0.6702 -0.5201
H -2.4763 0.6897 -0.9966 0.4856 0.7651 -0.1937
H -2.4171 -0.0654 -3.5722 0.2018 0.7630 0.2041
H -0.7476 0.4398 -3.5304 0.7821 -0.2616 -0.1969
H -1.9296 1.6525 -3.2220 -0.2781 -0.0210 -0.0038
H -1.5736 -1.6913 -1.9977 0.0496 0.0720 0.0805
H 0.5120 -0.9774 0.2425 -0.2209 -0.8610 0.2982
H -0.9790 -0.1237 0.7871 0.9010 -0.6643 -0.1354
H 0.5357 0.5286 0.9005 0.3089 0.3392 0.3623
H -0.4491 1.2044 3.2580 0.1702 0.1322 -0.1140
H 0.4542 2.3379 2.6755 -0.1536 -0.2059 0.1012
O -0.2283 1.6860 2.4430 -0.0034 0.2036 0.0742
H 5.3117 -2.0272 3.9742 -0.1105 0.2703 -0.1371
H 4.5732 -3.2561 4.3727 -0.3336 0.0565 -0.0811
O 4.4175 -2.3870 3.9797 0.4478 -0.3299 0.2204
```
Positions in Å, forces in eV/Å.

Computed properties:
LUMO level (alpha / beta)	0.909 / 0.731	eV
E_HOMO (alpha / beta)	-2.9 / -10.8	eV
relative energy (zero: lowest compared OMol25 entry of this formula, charge and spin)	1.876	eV
spin multiplicity	2
total charge	0

Atomic partial charges in e from the natural (NBO) method, atoms 1 to 2: number 1, C, carries -0.347; number 2, C, carries 0.058

***

Record 2
The following is a quantum chemistry calculation of a cluster of 4 separate species, C3H15NO3S in total, from the Open Molecules 2025 dataset.

Geometry as XYZ:
```
23
Properties=species:S:1:pos:R:3:forces:R:3
C 0.6762 -1.7877 -1.3254 0.3192 0.0395 -0.0570
C -0.2277 -1.5925 -0.1270 -0.0211 0.3436 0.5179
C 0.5557 -1.6968 1.2026 -0.5529 -0.2547 -0.3786
S 1.5545 -0.3188 1.7710 0.3577 0.2332 -0.1682
N -1.0675 -0.3960 -0.2139 0.0335 0.8053 0.0555
H 1.4473 -1.0164 -1.4228 -0.1403 0.0548 0.3161
H 1.1852 -2.7433 -1.2669 0.1025 -0.2563 -0.0554
H 0.1143 -1.7569 -2.2449 -0.3262 -0.0939 -0.3766
H -0.9309 -2.4148 0.0101 -0.0065 -0.2720 -0.5354
H 1.2147 -2.5377 1.0497 0.5791 -0.1379 0.0935
H -0.1057 -2.0194 1.9934 -0.3218 0.2046 0.1977
H 0.6617 0.6535 1.5521 -0.0839 -0.0400 0.0414
H -1.6448 -0.3962 -1.0512 -0.0623 -0.4974 0.1297
H -0.5046 0.4391 -0.3747 0.3425 -0.1871 0.2087
H 1.6450 2.3990 -0.6087 -0.0473 0.4164 0.4220
H 0.1491 2.7521 -0.1321 0.5489 0.4438 0.1687
O 0.7113 2.2032 -0.6796 -0.5818 -0.7795 -0.5715
H -3.0101 -1.3174 1.5760 -0.1250 -0.3102 0.3633
H -1.8564 -0.5443 1.9734 0.1731 -0.1093 0.2405
O -2.4343 -1.2277 2.3502 -0.1817 0.3863 -0.6008
H -1.6439 3.9105 -3.8513 0.0066 -0.0527 0.0727
H -0.5953 4.2932 -4.8739 0.0810 -0.0517 0.0439
O -0.7096 3.8008 -4.0536 -0.0933 0.1150 -0.1281
```
Positions in Å, forces in eV/Å.

Computed properties:
LUMO level	0.497	eV
E_HOMO	-8.8	eV
relative energy (zero: lowest compared OMol25 entry of this formula, charge and spin)	0.176	eV
total charge	0

Atomic partial charges in e from the natural (NBO) method, atoms 1 to 2: number 1, C, carries -0.629; number 2, C, carries -0.054

***

Record 3
The following is a quantum chemistry calculation of a structure of composition C2H3CsFO, from the Open Molecules 2025 dataset.

Geometry as XYZ:
```
8
Properties=species:S:1:pos:R:3:forces:R:3
H -0.2914 0.6832 -2.4795 -0.1859 0.2731 -1.0260
O -0.3484 3.2361 -3.3679 -0.7408 -0.6236 -0.1757
C -1.2254 2.3708 -3.5231 0.8679 1.1702 0.8873
C -0.9958 0.9890 -3.2799 -0.0066 -0.7746 0.7881
H -2.2681 2.6951 -3.6867 0.0952 -0.1310 -0.5822
H -1.6709 0.2367 -3.6870 0.1477 0.2108 0.1315
F 3.8177 1.6470 -3.2473 -0.2214 1.1681 0.1861
Cs 3.2879 4.3625 -2.8638 0.0439 -1.2930 -0.2091
```
Positions in Å, forces in eV/Å.

Computed properties:
LUMO level (alpha / beta)	-0.366 / -1.490	eV
E_HOMO (alpha / beta)	-8.0 / -8.0	eV
relative energy (zero: lowest compared OMol25 entry of this formula, charge and spin)	0.218	eV
spin multiplicity	2
total charge	0

Atomic partial charges in e from the Mulliken method, atoms 1 to 2: number 1, H, carries 0.268; number 2, O, carries -0.492

***

Record 4
The following is a quantum chemistry calculation of a structure of composition C37H40IInN5OSbSi, from the Open Molecules 2025 dataset.

Geometry as XYZ:
```
87
Properties=species:S:1:pos:R:3:forces:R:3
In 0.1088 -0.0658 0.1340 -0.0670 -0.6326 -0.3289
C -2.9267 -1.3880 -0.2713 0.0897 0.0779 0.0515
C -3.0256 -0.8298 1.1188 0.1690 0.1878 0.0325
C -3.9284 -1.4206 2.0484 -0.1505 -0.0794 0.2016
C -4.2012 -0.7610 3.2553 0.0010 0.0590 -0.0548
C -3.4856 0.3432 3.5913 -0.0195 0.0744 0.0628
C -2.3236 0.7684 2.7443 -0.1874 -0.0777 0.0124
N -2.2794 0.1938 1.4171 0.2182 -0.0315 -0.2057
Sb 0.7403 2.7147 2.7959 0.7794 0.6523 -0.2184
C 0.3804 3.5558 0.8357 -0.2849 -0.6297 0.3025
C 0.1486 4.9246 0.8146 0.0149 -0.0841 0.2946
C -0.1545 5.5100 -0.4082 0.0861 -0.0376 -0.1498
C -0.2131 4.7084 -1.5328 -0.0247 0.1369 0.1640
C 0.0387 3.3376 -1.4214 0.1067 -0.0567 0.0473
C 0.0143 2.4311 -2.6146 0.0025 0.0576 0.0830
N 0.3177 2.7799 -0.2412 0.0401 0.1049 -0.2752
C 2.3692 1.3205 2.5031 -0.3631 0.3928 0.0382
C 3.1947 1.1428 3.6065 0.0651 0.2578 -0.1509
C 4.2556 0.2536 3.4881 0.1244 -0.0068 -0.0108
C 4.4415 -0.4061 2.2872 -0.0323 0.0831 0.1104
C 3.5599 -0.1726 1.2262 -0.0133 0.0435 -0.0652
C 3.7062 -0.8618 -0.0940 0.0420 0.0815 0.1154
N 2.5375 0.6791 1.3526 0.1030 -0.0621 -0.0599
H -3.7530 -2.0605 -0.4892 0.0006 -0.0151 -0.0216
H -2.9312 -0.5735 -0.9955 -0.0436 -0.0128 -0.0154
H -1.9827 -1.9332 -0.3742 -0.0609 -0.1180 -0.0191
H -4.4472 -2.3321 1.7891 -0.0459 0.0427 -0.0749
H -5.0115 -1.1052 3.8841 0.0386 -0.0070 0.0529
H -3.7076 0.9231 4.4763 -0.0291 -0.0525 0.0347
H 0.2021 5.5184 1.7193 -0.0694 0.0179 -0.0039
H -0.3444 6.5729 -0.4706 -0.0057 0.0019 -0.0295
H -0.4632 5.1338 -2.4949 0.0273 -0.0151 -0.0245
H 0.0105 3.0024 -3.5396 -0.0308 -0.0434 -0.0285
H 0.8913 1.7844 -2.5980 -0.0198 -0.0167 -0.0501
H -0.8754 1.7983 -2.5879 0.0012 0.0017 -0.0485
H 3.0124 1.6860 4.5261 0.0777 -0.0177 0.0034
H 4.9212 0.0833 4.3240 0.0472 0.0014 -0.0209
H 5.2692 -1.0892 2.1541 -0.0226 -0.0397 0.0151
H 4.6064 -1.4716 -0.1272 -0.0352 -0.0518 -0.0335
H 2.8387 -1.4993 -0.2755 0.0354 -0.0246 -0.0573
H 3.7506 -0.1213 -0.8928 -0.0161 -0.0257 -0.0263
I -1.4735 2.5381 5.8350 0.1119 -0.3742 -0.0724
C -0.6006 1.0079 4.7292 -0.1696 0.5181 0.4442
C 0.5835 0.3621 5.0038 -0.0966 -0.2731 0.2543
N 0.7969 -0.4792 3.9779 -0.5954 -0.5516 0.1284
N -0.1696 -0.4394 3.0594 0.4764 -0.3781 -0.1064
C -1.0409 0.4606 3.4937 -0.0256 0.5027 -0.3484
H 1.2456 0.4457 5.8493 0.0268 -0.0376 -0.0249
H 1.5407 -1.1531 3.8626 0.0300 0.0216 0.0229
H -2.3161 1.8672 2.6331 -0.3141 -0.0725 -0.0148
C -1.7560 -5.3599 0.5543 -0.2701 -0.0897 0.0237
C -0.7438 -5.6954 -0.4851 0.6314 0.4685 0.2629
C -0.9532 -5.1565 -1.8558 -0.1806 -0.0339 -0.1962
C 0.0397 -6.9508 -0.3280 -0.0897 -0.2453 -0.0354
Si 0.9735 -4.0025 0.2502 -0.0729 -0.6530 -0.2388
O 0.0874 -2.7474 0.0661 -0.1658 0.7495 0.2197
C 1.2500 -4.6210 1.9968 0.2051 0.1512 -0.3328
C 2.3472 -5.3825 2.4093 0.0520 -0.0252 -0.0363
C 2.5645 -5.6609 3.7508 -0.0292 -0.0606 0.0462
C 1.6780 -5.1945 4.7110 0.0032 0.0135 -0.0641
C 0.5662 -4.4605 4.3182 -0.0667 0.0590 0.0031
C 0.3590 -4.1733 2.9757 -0.0312 0.1831 0.0901
C 2.2603 -4.2602 -1.0746 -0.0208 0.0276 0.4448
C 2.2385 -3.3441 -2.1317 -0.0838 0.0431 -0.0492
C 3.2882 -3.2671 -3.0324 -0.0093 -0.0319 -0.0005
C 4.3951 -4.0912 -2.8749 -0.0209 0.0429 -0.0439
C 4.4216 -5.0266 -1.8509 0.0202 -0.0684 0.0031
C 3.3528 -5.1262 -0.9725 0.0168 -0.0057 -0.0369
H -2.6863 -5.9068 0.3425 0.0197 -0.0286 -0.0153
H -2.0016 -4.2965 0.5443 0.0137 -0.0110 -0.0040
H -1.4333 -5.6517 1.5534 -0.0192 -0.0182 -0.0209
H -1.7947 -5.6851 -2.3269 0.0146 -0.0360 0.0196
H -0.0842 -5.3043 -2.4964 0.0033 0.0075 0.0115
H -1.2181 -4.0985 -1.8367 0.0204 0.0001 0.0081
H -0.6022 -7.8060 -0.5889 0.0051 0.0099 -0.0005
H 0.3632 -7.1127 0.7014 0.0084 0.0136 -0.0062
H 0.8967 -6.9927 -1.0013 0.0094 0.0305 0.0095
H 3.0556 -5.7624 1.6877 0.0177 0.0338 0.0336
H 3.4218 -6.2510 4.0463 0.0108 0.0110 -0.0054
H 1.8517 -5.4046 5.7581 -0.0282 -0.0356 -0.0024
H -0.1450 -4.1142 5.0588 0.0124 -0.0074 -0.0046
H -0.4963 -3.5773 2.6802 -0.0281 0.0358 -0.0031
H 1.3882 -2.6798 -2.2411 0.0088 0.0155 0.0450
H 3.2465 -2.5587 -3.8494 0.0224 -0.0030 -0.0103
H 5.2301 -4.0086 -3.5579 0.0064 -0.0306 -0.0042
H 5.2792 -5.6750 -1.7290 -0.0261 -0.0443 -0.0535
H 3.3777 -5.8949 -0.2126 0.0486 0.0399 0.0117
```
Positions in Å, forces in eV/Å.

Computed properties:
LUMO level (alpha / beta)	-7.821 / -7.826	eV
E_HOMO (alpha / beta)	-12.7 / -12.2	eV
relative energy (zero: lowest compared OMol25 entry of this formula, charge and spin)	4.165	eV
total charge	+2

Atomic partial charges in e from the Mulliken method, atoms 1 to 2: number 1, In, carries 1.197; number 2, C, carries -1.344